1.
41
Properties=species:S:1:pos:R:3:forces:R:3 method="wB97M-V/def2-TZVPD" smiles=Fc1ccccc1.Fc1ccccc1.Fc1ccccc1.ClCCl energy_ha=-1954.1315 mol_weight_g_mol=373.245 e_lumo_ha=0.02713
F 16.265842 36.739974 20.506407 1.08 0.01 -0.16
C 17.518514 37.288573 20.440610 0.92 -0.48 -0.22
C 17.632101 38.636542 20.717950 0.61 0.70 0.20
C 18.871619 39.291001 20.629501 0.03 -2.24 -0.87
C 20.006121 38.500962 20.253497 -1.02 2.86 0.59
C 19.898068 37.162433 20.008279 0.15 -0.06 0.30
C 18.674720 36.535313 20.087107 -1.91 0.13 -0.10
H 16.789009 39.250181 20.999116 -0.35 -0.31 -0.05
H 18.836169 40.364045 20.746654 0.60 0.00 0.11
H 20.927167 39.043121 20.098163 0.29 -0.23 0.13
H 20.803150 36.612223 19.797350 -0.11 -0.21 -0.28
H 18.606850 35.515787 19.737289 -0.29 -0.19 0.36
F 15.974171 36.504265 14.179215 0.45 -0.02 -0.26
C 17.103704 35.936960 13.689369 1.49 1.01 -0.06
C 18.310775 36.692600 13.621025 0.42 -0.05 0.26
C 19.532745 36.103772 13.248866 -2.49 -0.92 0.09
C 19.426187 34.756469 12.892873 1.88 -0.61 -0.58
C 18.272956 34.031002 12.816694 -1.93 0.92 0.85
C 17.073912 34.638418 13.265127 0.31 -0.58 -0.43
H 18.395600 37.731062 13.905333 -0.69 0.13 0.16
H 20.467838 36.643260 13.218137 -0.10 0.02 0.09
H 20.309607 34.186575 12.645534 0.40 0.22 -0.18
H 18.221649 33.011686 12.463491 0.29 -0.02 0.05
H 16.132513 34.109199 13.275871 -0.04 -0.10 0.01
F 1.968809 34.373364 10.299047 0.61 -0.43 -0.92
C 0.780229 34.926573 10.555591 0.69 -0.10 0.44
C -0.107463 35.214441 9.558362 -0.01 -0.24 -0.37
C -1.267308 35.871916 9.928679 -0.69 -0.44 1.78
C -1.495276 36.109220 11.316453 -0.40 -0.40 -1.82
C -0.607086 35.677558 12.279219 -1.85 1.64 -0.06
C 0.569290 35.146868 11.876346 0.90 -0.11 1.43
H 0.158368 34.804865 8.595049 -0.33 0.42 -0.39
H -2.124803 36.014233 9.287704 0.32 0.28 -0.46
H -2.438896 36.543025 11.612784 -0.04 0.11 0.00
H -0.946276 35.927233 13.273708 0.71 -0.41 0.44
H 1.354697 34.950413 12.591146 0.09 -0.32 -0.07
C 9.075267 35.137594 17.410431 -0.04 0.94 0.32
Cl 7.365995 35.629110 17.107873 0.58 -0.53 0.00
Cl 9.548215 33.517030 16.885065 -0.34 0.41 0.06
H 9.684633 35.898202 16.922341 -0.04 -0.41 -0.25
H 9.244861 35.256653 18.480560 -0.16 -0.42 -0.14

***

2.
102
Properties=species:S:1:pos:R:3:forces:R:3 method="wB97M-V/def2-TZVPD" smiles="CCOC[C@@]1(S(=O)(=O)F)[C@](CCF)(C[C@H](C)I)OC(=O)[C@@]1(P(N)O)S(C)(=O)=O.COC[C@@H](C)N.COC[C@@H](C)N.COC[C@@H](C)N" energy_ha=-3667.8619 mol_weight_g_mol=848.748 e_lumo_ha=0.01158
C -4.639179 -5.797697 -3.285998 0.14 -0.28 0.08
C -4.286472 -6.563932 -2.027154 -0.56 -0.11 -0.30
O -4.280373 -5.713359 -0.889079 0.24 0.17 0.23
C -2.991419 -5.494766 -0.351878 -0.22 -0.41 -0.72
C -2.914365 -4.146045 0.359722 -0.20 -0.98 0.76
S -3.437008 -2.921456 -0.901724 -0.97 -1.38 -1.31
O -4.824597 -3.003725 -1.173778 -0.09 0.37 0.41
O -2.599617 -3.068743 -2.043342 0.44 0.47 0.18
F -3.205082 -1.559400 -0.204784 0.25 0.22 0.24
C -3.790144 -4.070313 1.661555 -0.36 1.49 -0.22
C -3.887433 -5.370987 2.438379 0.22 -0.32 0.46
C -4.196608 -5.202423 3.932349 0.71 0.07 -0.03
F -5.071519 -6.170716 4.362088 -0.32 -0.14 0.01
C -5.168327 -3.377919 1.593100 -0.42 -0.72 0.00
C -6.353487 -4.190069 1.039362 -0.51 0.64 -0.02
C -7.278701 -3.310684 0.181951 -0.45 -0.65 0.25
I -7.621324 -4.940991 2.654121 0.23 -0.08 -0.02
O -3.031915 -3.065751 2.430752 0.39 0.66 0.50
C -1.819118 -2.725954 1.922618 0.58 0.36 0.01
O -1.149659 -1.779814 2.278479 -1.25 -1.79 -0.39
C -1.491215 -3.828572 0.875911 -0.41 1.34 -0.32
P -0.097464 -3.208859 -0.351864 1.57 0.38 0.88
N -0.234889 -4.302422 -1.676730 0.33 0.86 -0.06
O -0.642672 -1.719488 -0.833409 0.12 -0.90 -0.11
S -0.575995 -5.089563 1.865307 1.97 -1.65 -0.22
C -0.864533 -4.905455 3.619958 0.07 0.40 0.20
O 0.823421 -4.812562 1.700237 0.03 0.88 0.08
O -0.882998 -6.443117 1.472682 -1.25 0.23 0.04
H -5.500971 -5.165778 -3.108488 -0.14 0.15 0.02
H -3.810924 -5.192076 -3.639320 0.08 0.18 -0.01
H -4.892954 -6.524906 -4.053394 -0.01 0.01 -0.23
H -5.052182 -7.316709 -1.851482 -0.10 -0.11 0.11
H -3.349339 -7.103917 -2.159046 0.23 0.07 0.21
H -2.756040 -6.304607 0.330426 0.21 0.15 0.20
H -2.251622 -5.513226 -1.150239 0.17 0.08 0.02
H -2.976334 -5.955300 2.370292 0.11 -0.04 -0.16
H -4.656938 -6.019201 2.029877 -0.23 0.13 -0.27
H -4.541045 -4.208607 4.201651 -0.43 0.02 -0.03
H -3.287719 -5.380237 4.497205 0.09 0.06 0.17
H -5.137204 -2.445485 1.048752 0.30 0.13 -0.09
H -5.408166 -3.092977 2.610744 0.09 0.06 0.21
H -6.068450 -5.073001 0.486774 0.18 -0.13 0.00
H -7.036951 -3.398854 -0.868230 0.25 0.26 -0.11
H -7.268301 -2.280955 0.520645 0.13 0.22 -0.09
H -8.299513 -3.656447 0.293798 -0.18 0.00 -0.10
H 0.729973 -4.539887 -1.881640 0.04 -0.28 0.02
H -0.594710 -3.857493 -2.516905 -0.46 -0.36 0.06
H -0.662931 -1.737733 -1.797076 -0.38 0.38 -0.13
H -0.868659 -5.913862 4.013601 -0.28 -0.25 -0.07
H -1.738497 -4.338611 3.903900 -0.16 -0.10 -0.09
H 0.005262 -4.408293 4.031156 0.20 0.21 -0.22
C 2.173329 2.210194 3.340626 0.04 0.06 0.16
C 2.094478 3.106945 2.109526 -0.02 -0.29 0.07
C 0.690618 3.184324 1.491527 0.02 0.24 -0.11
O 0.319175 2.054264 0.732152 -0.12 0.04 0.11
C -0.184938 0.959824 1.482751 0.09 -0.06 -0.20
N 3.097898 2.665738 1.136423 -0.06 0.18 -0.18
H 2.161011 1.152667 3.078919 -0.04 0.01 -0.06
H 3.101642 2.395932 3.880835 0.03 0.00 -0.05
H 1.343789 2.404493 4.023589 -0.01 -0.02 -0.02
H 2.358366 4.120317 2.428660 -0.04 0.04 -0.07
H 0.677849 4.023703 0.789339 0.02 -0.03 -0.04
H -0.068109 3.400537 2.255939 0.04 -0.08 0.07
H -0.761846 1.294783 2.349938 0.06 0.02 0.03
H 0.624680 0.303258 1.805882 -0.08 -0.04 0.13
H -0.836713 0.381785 0.831769 0.02 0.03 -0.05
H 3.112036 3.322526 0.359550 0.08 0.05 0.04
H 2.757068 1.803792 0.717762 0.08 -0.08 0.06
C 6.274421 2.891090 -2.920856 -0.12 0.01 -0.14
C 5.807845 3.180909 -1.497944 0.35 -0.10 -0.04
C 6.186745 4.578759 -0.995115 -0.15 0.07 0.13
O 7.544900 4.723005 -0.607195 -0.02 0.02 -0.10
C 8.445934 4.972330 -1.665656 0.10 -0.06 0.18
N 6.306542 2.126814 -0.608970 -0.11 0.14 0.15
H 7.343403 2.683801 -2.968571 0.02 0.03 0.05
H 5.760538 2.013168 -3.312854 0.02 -0.03 0.05
H 6.056637 3.730627 -3.585026 0.02 0.01 0.01
H 4.714998 3.131660 -1.499476 -0.01 0.06 0.06
H 5.604388 4.778140 -0.091361 0.06 -0.01 0.05
H 5.909124 5.346325 -1.721125 0.04 -0.02 -0.07
H 7.990391 5.587920 -2.447552 -0.03 -0.04 -0.04
H 8.816428 4.040069 -2.100054 -0.02 0.05 -0.14
H 9.300364 5.510047 -1.253659 -0.03 0.02 0.03
H 5.908589 2.270391 0.316635 -0.14 -0.13 -0.04
H 7.301375 2.289232 -0.477969 0.03 -0.07 -0.06
C 2.246562 6.625110 -0.469500 0.03 0.00 0.15
C 3.045673 7.379503 -1.528287 -0.23 -0.23 0.01
C 2.208680 8.381802 -2.335766 0.20 0.18 -0.04
O 1.384105 7.798955 -3.324766 -0.10 0.03 0.10
C 0.144409 7.297477 -2.859502 0.04 -0.09 -0.18
N 3.721895 6.404994 -2.389221 -0.04 0.18 -0.18
H 1.620406 5.846284 -0.905919 -0.01 0.03 -0.07
H 2.923287 6.137123 0.233659 0.03 -0.01 -0.04
H 1.605790 7.301879 0.099075 -0.02 -0.01 -0.01
H 3.814609 7.955790 -1.005019 0.01 0.06 -0.06
H 2.896063 9.034944 -2.879901 -0.01 -0.04 -0.06
H 1.616388 9.028052 -1.674664 -0.04 -0.08 0.06
H -0.260348 7.910504 -2.049222 0.03 -0.02 0.05
H 0.235747 6.260280 -2.528181 -0.07 0.03 0.12
H -0.554599 7.320060 -3.694915 0.03 0.04 -0.02
H 4.336150 6.899361 -3.031130 0.07 -0.01 0.06
H 3.019136 5.991454 -2.997013 -0.03 -0.07 0.06

***

3.
10
Properties=species:S:1:pos:R:3:forces:R:3 method="wB97M-V/def2-TZVPD" energy_ha=-210.0393 e_above_lowest_ev=3.387 mol_weight_g_mol=67.091 e_lumo_ha=0.01483
C -0.240018 -2.689802 0.305490 -0.97 3.50 -1.78
C -0.562894 -1.618751 -0.168230 -0.68 -1.31 1.28
C -0.926139 -0.245684 -0.196452 3.47 2.74 -0.32
C 0.453621 0.718140 0.004010 0.57 -5.33 -4.61
N -2.048687 0.308935 -0.253177 -0.88 -1.54 0.03
H 0.088468 -3.634945 0.319843 0.95 -2.96 0.60
H 0.089837 1.338644 0.682395 -0.40 2.77 3.64
H 0.766223 1.266859 -0.912050 -0.85 -0.30 0.33
H 1.320380 -0.020950 0.120433 -1.18 1.46 0.96
H -1.936663 1.289821 -0.113294 -0.03 0.97 -0.14

***

Calculated HOMO (eV), listed in the same order as above: -9.177, -8.717, -9.847
Calculated max |F| (eV/Å), listed in the same order as above: 3.1, 2.6, 7.1